No. 1
Entry from the Open Molecules 2025 dataset: a 2-piece molecular cluster, C5H13N3O4S overall in a non-equilibrium geometry (ωB97M-V/def2-TZVPD).

```
26
Properties=species:S:1:pos:R:3:forces:R:3
C 0.50639 2.15171 -0.68799 -0.6 -1.5 1.2
C -1.75317 0.41328 0.85133 1.5 1.0 0.0
H -0.96170 3.59934 -0.34717 -0.3 0.7 -0.6
H -0.32130 3.00811 1.08525 -0.9 -1.1 -0.2
H 0.69981 1.09142 -0.40747 0.3 0.8 0.2
H 0.99645 2.66299 -2.70673 1.9 1.0 -1.1
C -0.67715 2.66146 0.08254 0.0 -0.1 0.4
H 0.86029 -1.93173 2.27916 1.9 -2.0 0.1
N -0.14240 -1.43842 0.70154 1.4 -1.9 2.1
H -0.69309 2.72921 -2.36948 1.0 -0.6 0.1
O 0.40784 -2.42644 0.16906 -0.4 1.2 0.4
N 2.27657 -4.44024 1.57864 1.5 1.9 -1.6
O 0.20237 -1.29324 2.16580 -2.5 2.2 -1.9
H -2.81690 2.26538 0.26058 1.6 -1.3 -0.4
S 2.28623 -4.36593 0.05093 1.8 -0.6 2.1
H 1.61046 -5.12579 1.79951 -1.4 -1.2 0.6
N -0.93598 -0.69405 0.20931 -1.9 2.1 -0.6
C 0.28243 2.19721 -2.13149 -3.4 -1.9 -1.7
O 1.50733 -5.29819 -0.65312 -1.3 -0.6 -1.2
H -2.03611 1.47941 -1.09596 0.1 -0.6 -0.9
H 1.27322 2.77111 -0.37576 2.2 0.9 0.4
H 0.15704 1.13850 -2.52031 0.1 1.3 0.1
O 3.33847 -3.66807 -0.60838 -0.6 0.5 0.4
C -1.84697 1.68674 -0.07350 -1.1 1.5 3.3
H -2.76822 0.10432 0.83339 -0.7 -1.1 0.4
H -1.45194 0.72191 1.91032 -0.2 -0.7 -1.5
```
Positions in Å, forces in eV/Å.

HOMO level = -10.5 eV
DFT total energy = -28884.601 eV
Kohn-Sham gap = 10.2236 eV
SMILES = CCCCC/N=[N+](/[O-])O.N=S(=O)=O
Molecular weight = 211.24 g/mol
E_LUMO = -0.3 eV
Energy above the lowest of the compared OMol25 structures with the same formula, charge and spin = 109.89 kcal/mol

Atom charges from the Löwdin analysis, given in e for atoms 1 to 5: -0.30, -0.12, 0.10, 0.13, 0.11

***

No. 2
Entry from the Open Molecules 2025 dataset: a 5-piece molecular cluster, C28H45N8O8 overall in a non-equilibrium geometry (ωB97M-V/def2-TZVPD).

```
89
Properties=species:S:1:pos:R:3:forces:R:3
C 1.87771 -0.48723 0.71621 -1.5 0.3 -0.4
O -5.59336 -1.76451 0.06872 -0.2 -0.4 -0.5
H -0.12098 1.37901 -0.99708 0.3 0.5 2.0
H 2.68278 -6.53471 1.53443 0.2 0.0 0.1
N -7.40758 -2.54726 -0.98739 0.7 -0.1 0.3
C -8.24101 -3.53053 -1.64624 -0.3 0.4 0.0
H -5.42172 -4.36982 -1.59548 -0.1 -0.1 0.1
H -2.07100 7.59209 -1.20698 0.1 0.0 -0.1
H 2.82502 3.34477 1.98311 1.0 -0.7 1.2
N 1.70019 1.23120 3.54256 1.3 -1.8 -0.6
H -2.02511 0.75986 4.80912 -1.3 0.0 -1.7
H 2.46235 -1.23996 -2.52155 -0.1 -0.3 0.6
H 1.49774 -1.42069 5.96556 0.7 1.8 -1.0
C -5.53817 -4.07789 -0.54961 0.2 0.0 0.1
O 3.86005 -0.25828 -3.70987 0.0 0.0 0.0
N 2.11501 -1.48988 -1.57028 0.8 3.3 1.4
H 5.14538 -3.77433 0.40127 0.1 0.0 0.3
H 6.85821 -0.99482 -6.12403 -0.1 0.1 0.1
H 2.19547 0.35265 6.20614 -0.2 -1.3 -1.0
C 0.10376 1.61032 0.09545 2.3 -0.8 4.0
H 3.61947 -3.25499 1.15456 0.2 0.0 0.2
H -3.58886 -1.30843 3.92247 0.1 1.8 -0.9
O -2.42892 4.74323 -0.04107 0.4 -0.3 0.2
O -2.12962 4.27375 4.39165 3.4 -3.3 -4.1
C -2.57568 2.23487 3.10318 -1.7 -2.9 -2.3
C -2.66465 0.87437 3.85439 -1.2 0.4 -2.3
H 3.12808 -0.95509 5.21629 -1.7 0.9 0.6
H -7.76207 -1.60596 -0.88913 0.0 -0.1 0.0
C 4.17257 -4.11335 0.76505 -0.1 0.3 -0.5
H 7.50486 0.58177 -5.61044 0.1 -0.2 -0.2
H 5.22966 1.24477 -4.93818 0.1 -0.1 -0.1
C -6.16653 -2.71445 -0.46045 -0.3 0.3 -0.1
C -3.80988 6.13790 -3.07789 -0.4 -0.2 -0.1
C 1.02995 0.84505 1.05819 -1.4 1.0 -2.1
H -0.80352 6.63134 -0.42900 -0.2 -0.1 -0.1
H -1.05369 3.52161 0.59412 -0.1 -0.2 -0.2
H 4.22030 -7.05815 0.77496 -0.1 0.0 0.2
C 1.39324 -0.11494 4.08925 -1.9 -4.2 1.3
H 4.44091 -2.69012 -4.02173 0.0 0.2 -0.1
N -3.52884 5.35091 -1.89540 0.8 0.0 0.8
H 3.76764 3.63139 3.54616 -0.2 -1.3 -1.1
H 2.71970 -0.69649 1.45946 -1.0 0.7 -1.1
H -1.03451 6.50023 -2.17988 -0.1 0.2 0.0
H 3.24886 -4.05562 -1.14417 -0.1 0.0 0.2
H -8.45492 -3.17562 -2.65662 -0.1 -0.3 0.0
H -3.44012 3.34032 1.15026 0.2 -1.6 1.5
H 4.54838 2.71752 2.05491 -1.5 0.2 1.5
H 1.12897 -1.36609 0.82548 1.3 1.4 -0.2
C 3.59951 2.88340 2.69767 -0.5 -0.4 -0.8
H -3.09275 6.94377 -3.21858 0.0 -0.1 0.1
C -1.62983 3.46266 3.56154 -4.5 1.6 3.9
N -0.42262 2.74018 0.85476 4.1 -3.6 3.5
H -3.78531 5.47355 -3.94405 0.0 0.2 -0.1
C 4.77742 -0.62731 -4.43883 0.0 0.4 -0.1
H -4.81315 6.55695 -2.97882 0.1 0.1 -0.2
H -4.55116 -4.05257 -0.08657 -0.2 0.1 -0.1
N 3.43496 -4.65749 -0.35332 0.0 -0.4 0.0
C -3.56893 -0.31670 3.34753 -0.2 3.3 -2.1
C -2.52232 5.51007 -1.00199 -0.5 0.0 -0.5
C 2.32482 -0.42968 -0.82003 -0.4 -1.8 -0.3
H 6.14101 -2.27094 -4.28576 0.0 -0.1 -0.2
H 5.00427 -2.36520 -5.66860 0.2 -0.1 0.1
N 1.02955 1.49845 2.36507 -4.6 3.4 -4.2
C -1.54848 6.63355 -1.22562 0.2 0.0 0.1
C 6.63060 0.06279 -6.00908 0.0 0.5 0.0
H -4.97889 1.30532 0.32246 1.2 0.1 1.7
C 5.11900 -2.08090 -4.62057 -0.1 -0.1 0.1
C 2.08287 -0.53975 5.49996 0.6 0.2 -1.1
H -5.13932 -1.00689 1.65933 1.5 1.7 0.8
C 2.93378 -5.91572 -0.50076 -0.3 0.1 -0.6
O -0.26648 3.63897 3.12046 -0.1 -3.0 -1.3
H 4.31683 -4.84251 1.55971 -0.1 0.0 -0.1
N 5.51873 0.29198 -5.11081 -0.4 -0.5 0.4
H 2.79882 0.54131 -1.19784 -0.6 -1.3 0.5
C 3.15125 -6.89909 0.61736 0.0 -0.2 0.1
H 6.37712 0.48825 -6.98239 0.2 -0.2 -0.1
H -4.14094 4.57624 -1.67762 0.0 0.1 -0.1
H -7.76538 -4.50757 -1.69849 0.0 0.2 0.1
O 2.32800 -6.21445 -1.52122 0.2 0.0 0.3
O 4.04122 0.54549 3.31591 -4.2 2.7 0.3
H -6.15079 -4.80894 -0.01777 0.0 -0.1 -0.2
C -3.44148 2.39258 1.80569 -0.6 -3.1 0.9
H -9.17815 -3.61130 -1.09138 0.0 -0.2 -0.2
O 0.60834 -0.95514 3.58303 2.8 4.2 0.9
H 2.69564 -7.85383 0.35304 0.0 0.2 -0.1
C -4.45512 -0.16600 2.04626 2.9 3.5 2.0
C 3.14565 1.42047 3.23630 4.4 -0.1 -0.6
C 0.13033 2.64078 2.19161 -1.2 0.4 -1.9
C -4.35418 1.21552 1.28194 1.8 -0.9 3.3
```
Positions in Å, forces in eV/Å.

HOMO level = -10.7 eV
DFT total energy = -58052.837 eV
Kohn-Sham gap = 7.6453 eV
Molecular weight = 621.72 g/mol
Net charge = +1
E_LUMO = -3.1 eV

Atom charges from the Löwdin analysis, given in e for atoms 1 to 5: -0.10, -0.02, 0.15, 0.08, 0.01

***

No. 3
Entry from the Open Molecules 2025 dataset: C19H25BrClN2ORh as an isolated structure in a non-equilibrium geometry (ωB97M-V/def2-TZVPD).

```
50
Properties=species:S:1:pos:R:3:forces:R:3
H -0.98391 -4.52102 -0.72449 0.1 -0.2 0.0
H -0.40181 -3.36872 2.83111 0.0 0.1 0.1
H -0.90641 -4.76182 1.84821 0.1 -0.1 -0.1
C 4.52429 0.25888 0.95051 0.2 0.0 0.1
C -0.89851 -3.67032 1.91191 0.0 0.5 -0.2
Br -0.30761 0.34748 4.10841 0.0 0.3 -0.1
C -1.83061 1.95298 -1.41369 -1.1 -0.2 -0.6
C 1.28039 -3.59172 0.65371 -0.2 -0.3 0.0
Rh -0.23851 0.08118 1.40481 0.9 2.1 -1.9
C 0.53549 1.21128 -1.90939 -0.2 0.0 0.0
C 4.01759 0.32908 2.24591 0.0 0.1 -0.2
C 2.65359 0.30328 2.45951 0.2 0.1 0.1
C -4.57881 1.51808 -1.89749 0.2 0.1 0.1
C -3.63541 0.56718 -2.25829 -0.5 0.0 -0.2
H -0.51091 4.36308 -0.96379 0.0 0.1 0.0
H 1.57629 1.49018 -1.76669 0.0 0.0 0.0
H -3.95871 -0.35402 -2.73109 0.0 0.0 0.1
H 1.12939 3.73518 -1.13289 0.1 0.0 0.0
H -5.63341 1.35218 -2.07619 0.0 0.0 0.0
H 3.92439 0.07328 -1.10469 0.1 0.0 0.0
H 1.81329 -3.27322 1.54711 0.0 0.0 0.1
C -4.14181 2.68128 -1.27639 -0.5 -0.1 -0.2
H 0.30589 1.23618 -2.97749 -0.1 0.1 -0.1
O 4.87859 0.43668 3.32671 0.0 0.0 0.0
C -2.29471 0.77228 -2.02229 0.5 0.5 0.3
C -0.90891 -3.43882 -0.60199 0.1 0.0 0.3
N -0.12481 -1.65162 0.73591 -0.1 -0.1 1.6
H 1.79719 -3.17342 -0.20729 0.0 0.0 -0.1
C -0.40761 1.90018 0.33911 0.7 -1.2 2.4
C 0.09809 3.61168 -1.46309 -0.2 -0.1 0.2
H 5.59309 0.30128 0.75571 0.0 0.0 0.0
C 3.59319 0.13788 -0.06599 0.4 0.1 0.1
H -1.90531 -3.00432 -0.57659 -0.1 0.0 0.0
C -2.80351 2.89568 -1.04629 0.7 -0.1 0.1
N 2.29709 0.10508 0.13201 -0.2 -0.1 -0.4
H -4.86071 3.42638 -0.95899 0.0 0.0 0.0
C 1.76989 0.20798 1.36301 0.0 -0.5 0.0
H -0.37771 -3.01202 -1.45069 0.1 0.0 -0.2
Cl -2.66511 -0.04962 1.44541 -1.1 -0.1 -0.1
H 1.29239 -4.68162 0.59491 0.1 -0.4 0.0
H -0.70521 2.80568 0.89351 -0.5 0.0 -0.2
C -0.36151 2.17648 -1.12999 0.5 0.1 -0.1
H -1.92071 -3.30362 1.94471 -0.1 0.1 0.0
H -2.50461 3.80278 -0.53789 0.0 0.0 0.0
H -1.59551 -0.00082 -2.30049 0.1 0.0 0.1
H 5.77899 0.46258 2.98131 -0.2 0.0 0.0
H 0.42289 0.20538 -1.51419 0.1 -0.1 -0.1
H 2.29279 0.35928 3.47521 -0.2 0.0 0.0
H 0.05659 3.78988 -2.54079 0.0 0.0 0.0
C -0.16911 -3.04102 0.70061 0.2 -0.5 -1.0
```
Positions in Å, forces in eV/Å.

HOMO level (alpha / beta) = 0.6 / 0.4 eV
DFT total energy = -110705.839 eV
Kohn-Sham gap (alpha / beta) = 4.2001 / 4.4048 eV
Molecular weight = 515.68 g/mol
Net charge = -2
E_LUMO (alpha / beta) = 4.8 / 4.8 eV

Atom charges from the Löwdin analysis, given in e for atoms 1 to 5: 0.06, 0.07, 0.06, -0.07, -0.07

***

No. 4
Entry from the Open Molecules 2025 dataset: one molecule with the formula C3H5NO4 in a non-equilibrium geometry (ωB97M-V/def2-TZVPD).

```
13
Properties=species:S:1:pos:R:3:forces:R:3
O -1.96940 -0.19881 -0.61839 -1.5 0.5 -2.2
H -1.85890 -0.95996 1.26055 0.4 0.2 0.0
O 1.88742 0.08075 -1.72574 1.9 0.0 -0.2
C 1.62612 -0.05556 -0.42178 -0.9 1.2 -1.4
O -1.01540 -0.82784 1.71606 0.2 -0.4 0.9
O 2.43554 0.05613 0.44717 0.4 -0.4 0.5
H 0.54279 0.60913 1.78852 -1.5 -0.5 -0.5
H 2.85527 0.30443 -1.74529 -0.9 -0.4 -0.3
N -0.70230 -0.16489 -1.15572 1.4 -0.7 -0.3
H -1.09206 1.07111 0.96885 0.7 0.2 0.5
C -0.34349 0.27851 1.15520 0.5 0.2 0.2
C 0.16578 -0.05643 -0.22195 -1.5 0.3 1.2
H -2.53137 -0.13657 -1.44747 0.8 -0.2 1.6
```
Positions in Å, forces in eV/Å.

HOMO level = -10.1 eV
DFT total energy = -12870.027 eV
Kohn-Sham gap = 10.1564 eV
SMILES = O=C(O)/C(CO)=N/O
Molecular weight = 119.08 g/mol
E_LUMO = 0.1 eV
Energy above the lowest of the compared OMol25 structures with the same formula, charge and spin = 65.68 kcal/mol

Atom charges from the Löwdin analysis, given in e for atoms 1 to 5: -0.07, 0.08, 0.11, -0.50, -0.05